(1)
2 unconnected molecules or ions with the total composition C4H12, computed with ωB97M-V with the def2-TZVPD basis set.

Atoms and positions in Å:
C 2.838 0.059 -0.314
C 1.618 0.377 -1.214
H 3.535 -0.653 -0.776
H 3.504 0.877 -0.055
H 2.410 -0.487 0.527
H 1.665 -0.077 -2.206
H 0.695 0.128 -0.711
H 1.698 1.440 -1.407
C -2.162 -0.778 1.320
C -2.313 0.355 0.253
H -1.283 -1.363 1.002
H -2.090 -0.401 2.325
H -2.804 -1.589 0.959
H -1.492 0.405 -0.454
H -2.474 1.323 0.731
H -3.234 0.181 -0.308

Summary:
- LUMO level: 1.1 eV
- Multiplicity: 1
- E_HOMO: -0.4147 Ha
- Energy relative to the best compared isomer or geometry (same formula, charge and spin): 20.79 kcal/mol
- SMILES: CC.CC
- Frontier orbital gap: 0.456 hartree
- E: -4341.6267 eV

(2)
A molecular structure, C35H46NO3RhSi2Te, computed with ωB97M-V with the def2-TZVPD basis set.

Atoms and positions in Å:
Rh 0.110 -1.345 0.766
C -4.342 0.508 1.712
Si -2.465 0.554 1.616
C -1.819 1.248 3.226
C -1.975 1.768 0.280
C -1.833 -1.207 1.342
Si -2.660 -2.201 -0.048
C -1.560 -3.619 -0.631
C -4.252 -2.939 0.608
C -3.035 -1.156 -1.556
H -4.709 1.494 2.012
H -4.684 -0.212 2.460
H -4.814 0.260 0.760
H -2.148 2.286 3.324
H -0.729 1.229 3.223
H -2.193 0.697 4.092
H -2.366 2.757 0.534
H -2.352 1.503 -0.708
H -0.889 1.843 0.220
H -2.170 -1.762 2.235
H -1.394 -4.371 0.142
H -0.579 -3.285 -0.995
H -2.055 -4.109 -1.474
H -4.066 -3.570 1.481
H -4.728 -3.560 -0.155
H -4.959 -2.163 0.901
H -2.157 -0.586 -1.862
H -3.850 -0.454 -1.367
H -3.333 -1.796 -2.391
Te 0.505 -3.259 2.367
C 0.011 -2.672 4.319
C 0.011 -1.327 4.663
C -0.310 -0.964 5.964
C -0.624 -1.935 6.904
C -0.620 -3.278 6.551
C -0.305 -3.652 5.253
C 2.590 -3.003 2.520
C 3.173 -2.408 3.629
C 4.543 -2.187 3.637
C 5.317 -2.544 2.542
C 4.724 -3.129 1.433
C 3.356 -3.361 1.419
H 0.278 -0.587 3.920
H -0.314 0.083 6.240
H -0.874 -1.646 7.916
H -0.867 -4.033 7.285
H -0.304 -4.698 4.973
H 2.573 -2.112 4.478
H 5.003 -1.723 4.500
H 6.384 -2.362 2.552
H 5.323 -3.400 0.574
H 2.893 -3.801 0.543
C 2.266 0.457 1.433
O 1.091 -0.132 1.920
H 2.609 1.145 2.214
H 2.108 1.044 0.521
H 3.060 -0.274 1.247
C 0.110 6.270 -4.397
C -0.504 4.896 -4.458
C -1.655 4.686 -5.209
C -2.246 3.435 -5.283
C -1.668 2.369 -4.616
C -0.517 2.563 -3.862
N 0.035 1.448 -3.177
C 1.253 0.898 -3.475
C 1.935 1.276 -4.645
C 3.154 0.719 -4.963
C 3.749 -0.236 -4.140
C 3.091 -0.619 -2.991
C 1.855 -0.073 -2.640
C 1.231 -0.534 -1.387
O 1.789 -1.422 -0.666
O 0.108 -0.056 -0.983
C 0.070 3.828 -3.758
C 1.297 4.029 -2.912
H -0.417 6.955 -5.060
H 1.160 6.250 -4.692
H 0.065 6.681 -3.386
H -2.095 5.520 -5.743
H -3.144 3.289 -5.869
H -2.091 1.375 -4.671
H -0.382 1.150 -2.305
H 1.482 2.008 -5.300
H 3.653 1.030 -5.873
H 4.706 -0.668 -4.396
H 3.518 -1.355 -2.323
H 2.208 3.927 -3.508
H 1.347 3.287 -2.116
H 1.308 5.019 -2.459

Summary:
- LUMO level: -0.2 eV
- Multiplicity: 1
- E_HOMO: -0.2806 Ha
- Energy relative to the best compared isomer or geometry (same formula, charge and spin): 3.62 kcal/mol
- Frontier orbital gap: 0.273 hartree
- E: -70732.6479 eV

(3)
2 unconnected molecules or ions with the total composition C2H4NP, computed with ωB97M-V with the def2-TZVPD basis set.

Atoms and positions in Å:
C -1.361 -0.783 0.323
C -1.326 0.511 0.202
N -0.468 -0.241 -0.652
P 2.026 -0.183 0.130
H -1.693 -1.704 0.728
H -1.585 1.511 0.438
H 1.999 1.205 0.027
H 2.408 -0.315 -1.196

Summary:
- LUMO level (alpha / beta): 0.7 / 0.0 eV
- Multiplicity: 1
- E_HOMO (alpha / beta): -0.2752 / -0.2793 Ha
- Energy relative to the best compared isomer or geometry (same formula, charge and spin): 107.99 kcal/mol
- Frontier orbital gap (alpha / beta): 0.301 / 0.279 hartree
- E: -12911.8463 eV

(4)
2 unconnected molecules or ions with the total composition C6H16, computed with ωB97M-V with the def2-TZVPD basis set.

Atoms and positions in Å:
C -1.450 0.867 0.441
C -1.942 0.652 -1.025
C 0.045 0.813 0.645
C -2.005 2.232 0.939
H -1.868 -0.023 1.053
H -2.523 -0.264 -1.092
H -1.114 0.650 -1.729
H 0.553 -0.158 0.798
H 0.485 1.095 -0.335
H 0.408 1.517 1.395
H -3.041 2.298 0.622
H -1.798 2.441 1.977
H -1.431 2.936 0.326
H -2.543 1.517 -1.301
C 2.306 -1.557 0.171
C 2.234 -2.639 -0.875
H 3.072 -1.597 0.945
H 2.418 -0.589 -0.347
H 1.366 -1.482 0.736
H 2.964 -2.403 -1.650
H 2.636 -3.560 -0.448
H 1.227 -2.745 -1.246

Summary:
- LUMO level (alpha / beta): -2.8 / -10.6 eV
- Multiplicity: 2
- Expectation value of S²: 0.75
- Charge: +1
- E_HOMO (alpha / beta): -0.5595 / -0.5578 Ha
- Energy relative to the best compared isomer or geometry (same formula, charge and spin): 19.99 kcal/mol
- Frontier orbital gap (alpha / beta): 0.455 / 0.167 hartree
- E: -6469.9997 eV

(5)
A molecular structure, C48H34BBr3KN9O2, computed with ωB97M-V with the def2-TZVPD basis set.

Atoms and positions in Å:
K 0.192 -1.421 -0.399
C 3.108 2.533 4.136
C 2.266 3.523 3.623
C 1.654 3.373 2.385
C 1.912 2.212 1.676
C 1.436 1.697 0.375
N 0.623 2.397 -0.389
C 0.103 1.909 -1.530
C -0.726 2.725 -2.423
C -1.165 4.043 -2.378
C -1.967 4.498 -3.413
C -2.315 3.657 -4.479
C -1.874 2.345 -4.528
C -1.082 1.882 -3.484
C -0.451 0.594 -3.192
N -0.518 -0.441 -4.016
C 0.189 -1.556 -3.849
N 1.090 -1.840 -2.875
C 1.656 -3.021 -3.142
N 2.658 -3.628 -2.476
C 3.168 -3.143 -1.367
N 2.724 -2.094 -0.625
C 3.585 -1.880 0.374
N 3.572 -0.905 1.283
C 2.783 0.156 1.163
N 1.975 0.475 0.141
C 2.757 1.228 2.183
C 3.365 1.371 3.420
C 4.656 -2.898 0.353
C 5.754 -3.133 1.163
C 6.580 -4.201 0.840
C 6.316 -5.004 -0.273
C 5.220 -4.759 -1.089
C 4.390 -3.700 -0.755
C 1.073 -3.598 -4.355
C 1.277 -4.791 -5.040
C 0.516 -5.030 -6.173
C -0.428 -4.094 -6.621
C -0.627 -2.901 -5.945
C 0.132 -2.661 -4.803
N 0.207 0.669 -2.007
H 3.561 2.673 5.111
H 2.084 4.419 4.207
H 0.990 4.127 1.983
H -0.886 4.685 -1.552
H -2.333 5.519 -3.400
H -2.946 4.042 -5.272
H -2.142 1.688 -5.346
H 4.008 0.592 3.809
H 5.950 -2.501 2.020
H 7.443 -4.420 1.460
H 6.980 -5.831 -0.500
H 5.008 -5.371 -1.957
H 2.007 -5.507 -4.685
H 0.649 -5.955 -6.724
H -1.008 -4.310 -7.511
H -1.351 -2.170 -6.284
Br -3.107 -3.249 2.182
C 0.234 -4.334 2.981
Br 0.082 -2.245 2.893
H 0.910 -4.435 2.115
H 0.916 -4.351 3.849
Br -4.939 0.989 -2.762
C -3.978 -0.640 -2.705
C -4.098 -1.563 -3.728
C -3.363 -2.733 -3.633
C -2.550 -2.916 -2.525
N -2.438 -2.025 -1.546
C -3.135 -0.897 -1.637
H -4.738 -1.362 -4.577
H -3.396 -3.479 -4.416
H -1.946 -3.812 -2.428
H -3.016 -0.182 -0.831
C -2.063 5.280 4.015
C -2.280 3.950 4.738
C -3.639 4.009 5.445
C -1.167 3.796 5.785
C -2.235 2.755 3.783
C -2.012 2.895 2.421
C -1.916 1.795 1.560
C -2.038 0.548 2.114
O -1.956 -0.668 1.503
B -2.057 -1.638 2.580
O -2.409 -0.933 3.777
C -2.290 0.387 3.476
C -2.389 1.463 4.320
H -2.103 6.099 4.738
H -2.832 5.457 3.260
H -1.089 5.313 3.523
H -3.669 4.851 6.143
H -3.835 3.095 6.008
H -4.444 4.132 4.718
H -1.165 4.650 6.469
H -0.192 3.733 5.299
H -1.299 2.887 6.374
H -1.883 3.876 1.986
H -1.710 1.931 0.507
H -2.565 1.301 5.376

Summary:
- LUMO level: 3.7 eV
- Multiplicity: 1
- Charge: -2
- E_HOMO: -0.0466 Ha
- Energy relative to the best compared isomer or geometry (same formula, charge and spin): 22.02 kcal/mol
- Frontier orbital gap: 0.184 hartree
- E: -294969.7667 eV

What is the multiplicity in the fifth record? 1

Which formula does entry 1 have? C4H12